# 1
Here is a structure of composition H15O8 in a non-equilibrium geometry from the Open Molecules 2025 dataset. Energies are from wB97M-V/def2-TZVPD.

Last column: Mulliken charge in e.
Cartesian coordinates (Å):
O: 0.11265 -0.13370 -0.21957  -1.531
H: -0.53037 0.02420 -0.93799  0.467
O: 0.71134 1.75310 0.31629  -0.745
H: 0.90117 1.74245 1.25442  0.265
H: 0.62643 0.82990 0.07813  0.357
O: 0.66358 -1.19016 1.37991  -0.725
H: 0.31517 -0.68672 0.64411  0.570
H: 0.86099 -0.53360 2.04786  0.263
O: 0.76021 1.54043 -2.03982  -0.732
H: 0.36918 0.78190 -1.60627  0.437
H: 0.43213 2.29338 -1.54822  0.323
O: -1.42630 -1.22940 1.68988  -0.600
H: -0.70241 -1.37697 1.08124  0.343
H: -2.19654 -1.56766 1.23324  0.198
O: 2.17366 -0.55758 -0.20724  -0.757
H: 1.23704 -0.39016 -0.31186  0.588
H: 2.56144 0.31024 -0.09433  0.309
O: -0.63616 -2.00755 -0.87623  -0.801
H: -0.32404 -1.11238 -0.74389  0.319
H: -1.58976 -1.92817 -0.89994  0.265
O: -1.67791 1.23788 0.21582  -0.711
H: -0.83723 0.78233 0.26017  0.577
H: -1.80425 1.41827 -0.71571  0.321

Forces on atoms 1 to 2 (eV/Å):
O -7.801 3.220 -9.605
H -0.239 0.764 0.392

Calculated values
**Net charge**: -1
**Calculated total energy**: -610.53581 hartree
**LUMO energy**: 0.1284 hartree
**HOMO**: -4.7294 eV
**Orbital gap**: 8.222 eV
**Energy relative to the best compared isomer or geometry (same formula, charge and spin)**: 313.6 kcal per mole


# 2
Here is a structure of composition H16HeO8Xe from the Open Molecules 2025 dataset. Energies are from wB97M-V/def2-TZVPD.

Last column: Mulliken charge in e.
Cartesian coordinates (Å):
He: -0.23367 -0.34712 0.90382  0.021
Xe: -2.69144 -2.84391 1.65267  -0.010
O: 1.07940 0.18519 -2.53078  -0.695
H: 1.04890 -0.72700 -2.81925  0.356
H: 1.35364 0.67335 -3.30713  0.335
O: 3.76524 0.80321 -1.24940  -0.628
H: 3.82208 0.39084 -2.11136  0.296
H: 2.83184 0.78919 -1.03775  0.338
O: -0.49542 2.87467 0.13107  -0.606
H: -1.09792 2.14375 -0.00663  0.326
H: -0.89619 3.38701 0.83330  0.300
O: -1.67320 0.18784 -1.59587  -0.608
H: -2.02724 -0.55895 -2.07876  0.258
H: -0.74124 0.19474 -1.81411  0.355
O: -3.11954 1.04098 0.81958  -0.604
H: -2.61151 0.71604 0.07625  0.291
H: -3.66719 1.73427 0.45127  0.323
O: -0.09884 2.21985 3.87814  -0.620
H: 0.62041 1.71365 3.50042  0.316
H: -0.62615 1.57381 4.34803  0.304
O: 0.75712 -2.59328 -2.37446  -0.662
H: 0.17878 -3.13284 -1.83536  0.300
H: 1.64010 -2.83246 -2.09271  0.324
O: 1.32301 -2.43867 2.86598  -0.609
H: 0.61935 -2.80845 3.39922  0.317
H: 0.93969 -2.34570 1.99383  0.283

Forces on atoms 1 to 2 (eV/Å):
He 0.023 0.004 0.017
Xe 0.015 0.026 -0.014

Calculated values
**Calculated total energy**: -943.75659 hartree
**LUMO energy**: -0.0071 hartree
**HOMO**: -10.8852 eV
**Orbital gap**: 10.693 eV
**Energy relative to the best compared isomer or geometry (same formula, charge and spin)**: 14.2 kcal per mole


# 3
Here is a structure of composition H16KO12P in a non-equilibrium geometry from the Open Molecules 2025 dataset. Energies are from wB97M-V/def2-TZVPD.

Last column: Mulliken charge in e.
Cartesian coordinates (Å):
K: -0.69856 -0.03495 -0.13752  1.063
P: 2.70580 -0.48528 0.90099  0.541
O: 2.33187 0.06933 2.34919  -0.895
O: 1.50415 -1.39060 0.45029  -0.843
O: 3.98708 -1.42155 1.02367  -0.947
O: 2.98799 0.67488 -0.11246  -0.889
O: -1.85856 0.59972 -2.69493  -0.465
H: -1.74365 1.02802 -3.54322  0.231
H: -2.78676 0.71518 -2.49158  0.256
O: 1.42069 1.01936 -2.10963  -0.722
H: 2.17183 0.99193 -1.51694  0.440
H: 1.16976 0.10245 -2.22162  0.360
O: -1.72364 -2.49644 -1.04578  -0.467
H: -1.70964 -3.21297 -0.41127  0.208
H: -2.60366 -2.52551 -1.42122  0.233
O: -0.08736 1.03274 2.44401  -0.425
H: -0.39835 1.11339 3.34569  0.190
H: 0.75855 0.59138 2.52048  0.292
O: 1.10235 2.70338 0.67893  -0.725
H: 1.80034 2.06381 0.53745  0.421
H: 0.41333 2.21173 1.12587  0.203
O: -1.82662 -1.85035 1.95076  -0.583
H: -1.86361 -2.66944 1.45684  0.236
H: -1.02791 -1.92120 2.47351  0.333
O: 0.78427 -1.63987 -2.09845  -0.688
H: -0.08234 -2.03852 -2.01909  0.309
H: 1.14423 -1.66971 -1.21202  0.357
O: -2.15910 2.51033 0.45068  -0.585
H: -1.68923 2.56245 1.28299  0.275
H: -2.02324 3.36630 0.04437  0.286

Forces on atoms 1 to 2 (eV/Å):
K 0.919 0.344 0.189
P 3.176 -1.905 1.682

Calculated values
**Net charge**: -2
**Calculated total energy**: -1853.90752 hartree
**LUMO energy**: 0.1213 hartree
**HOMO**: 1.2709 eV
**Orbital gap**: 2.031 eV


# 4
Here is a structure of composition H16Mg3O32S6 in a non-equilibrium geometry from the Open Molecules 2025 dataset. Energies are from wB97M-V/def2-TZVPD.

Last column: Mulliken charge in e.
Cartesian coordinates (Å):
Mg: 2.50290 2.18262 2.17926  1.856
Mg: -3.35251 -2.62189 1.45180  1.058
Mg: 2.11258 -2.31644 -3.44872  1.645
S: -7.00950 0.05125 2.19881  1.073
O: -7.42299 -0.29871 0.84697  -0.742
O: -7.90491 -0.43055 3.22695  -0.731
O: -5.67585 -0.59731 2.37476  -0.630
O: -6.87988 1.51610 2.23061  -0.690
S: 0.71237 -6.56651 -3.14830  1.040
O: -0.21769 -7.22588 -2.28365  -0.727
O: 1.95920 -7.36110 -3.11359  -0.797
O: 0.19782 -6.35111 -4.49831  -0.762
O: 1.05734 -5.21752 -2.70521  -0.652
S: 6.20612 2.35330 4.95681  1.051
O: 6.35161 3.78683 5.20051  -0.638
O: 7.21922 2.36545 3.94442  -0.618
O: 6.48765 1.46391 6.09480  -0.732
O: 4.92370 2.04127 4.36557  -0.624
S: 4.38792 4.83294 0.61191  1.144
O: 4.48264 3.40605 0.53742  -0.770
O: 4.16756 5.43058 -0.64803  -0.697
O: 3.31342 4.94232 1.54788  -0.817
O: 5.58210 5.39843 1.23491  -0.750
S: 1.35612 0.16685 -6.01006  1.157
O: 0.37974 1.14168 -5.69323  -0.620
O: 1.81526 0.27163 -7.41568  -0.771
O: 2.41932 0.09673 -5.03986  -0.764
O: 0.77211 -1.11186 -5.65810  -0.790
S: 0.30014 -0.13986 0.24049  0.852
O: 0.32182 1.32404 0.19076  -0.770
O: -0.92035 -0.54260 0.77575  -0.582
O: 0.51439 -0.67220 -1.08576  -0.596
O: 1.47139 -0.26017 1.13140  -0.853
O: -3.22861 3.77451 1.09814  -0.637
H: -2.74958 4.52696 0.75090  0.303
H: -2.60412 3.05053 1.05237  0.335
O: -3.50610 1.70053 -3.14553  -0.612
H: -4.45334 1.72908 -3.01084  0.290
H: -3.21300 0.94885 -2.63046  0.331
O: -0.26490 4.66633 -2.71184  -0.614
H: 0.03978 5.57342 -2.68759  0.287
H: 0.01167 4.29776 -1.87285  0.327
O: -1.46844 -4.67213 0.25078  -0.544
H: -0.64672 -4.28350 -0.04918  0.304
H: -1.34436 -5.61427 0.13589  0.284
O: -4.27992 -2.14751 -1.66718  -0.584
H: -5.23087 -2.07487 -1.58569  0.317
H: -4.14154 -2.52292 -2.53676  0.295
O: -2.68683 -3.64855 4.17547  -0.443
H: -3.11987 -3.62861 5.02888  0.257
H: -1.86448 -4.11190 4.33439  0.290
O: 0.22484 2.39802 4.27314  -0.528
H: -0.65020 2.01132 4.24156  0.296
H: 0.19685 2.99431 5.02139  0.263
O: 4.24330 -2.07794 -1.34372  -0.535
H: 3.93320 -1.69674 -0.52230  0.321
H: 5.17248 -2.25095 -1.19231  0.247

Forces on atoms 1 to 2 (eV/Å):
Mg 1.036 0.888 -2.358
Mg 0.152 1.177 -0.426

Calculated values
**Net charge**: -6
**Calculated total energy**: -5405.91825 hartree
**LUMO energy**: 0.2319 hartree
**HOMO**: 5.1284 eV
**Orbital gap**: 1.181 eV


# 5
Here is a cluster of 8 separate species, H16O8 in total in a non-equilibrium geometry from the Open Molecules 2025 dataset. Energies are from wB97M-V/def2-TZVPD.

Last column: Mulliken charge in e.
Cartesian coordinates (Å):
O: -0.90804 -2.45783 1.04254  -0.655
H: -0.41604 -1.81183 0.53954  0.424
H: -1.83504 -2.33683 0.86954  0.294
O: 2.98396 -0.97183 0.01654  -0.810
H: 2.72896 -0.88083 0.94654  0.326
H: 2.88896 -1.89183 -0.17046  0.322
O: 0.17696 -0.55383 -0.45546  -0.762
H: 1.07896 -0.80383 -0.66246  0.328
H: -0.41804 -0.77083 -1.16746  0.408
O: -2.07904 0.34317 1.50554  -0.640
H: -1.14004 0.32517 1.65854  0.302
H: -2.33404 1.02017 2.13454  0.287
O: -2.65104 1.50417 -0.94846  -0.658
H: -3.56404 1.60417 -0.89146  0.319
H: -2.50904 0.90517 -0.23146  0.390
O: 0.74796 1.75717 0.73654  -0.615
H: 0.67996 2.62817 0.37554  0.296
H: 0.64596 1.03517 0.11554  0.379
O: 4.07996 1.24517 0.74754  -0.635
H: 4.41796 1.76717 0.05554  0.304
H: 3.54196 0.55717 0.27154  0.431
O: -1.71504 -0.81583 -2.30546  -0.727
H: -2.07904 0.07117 -2.20946  0.381
H: -2.32304 -1.46783 -1.97346  0.309

Forces on atoms 1 to 2 (eV/Å):
O 0.184 -1.293 0.804
H -0.001 0.628 -0.347

Calculated values
**Calculated total energy**: -611.50565 hartree
**SMILES**: O.O.O.O.O.O.O.O
**LUMO energy**: 0.0107 hartree
**HOMO**: -10.5379 eV
**Orbital gap**: 10.828 eV
**Energy relative to the best compared isomer or geometry (same formula, charge and spin)**: 48.3 kcal per mole


# 6
Here is a cluster of 8 separate species, H16O8 in total in a non-equilibrium geometry from the Open Molecules 2025 dataset. Energies are from wB97M-V/def2-TZVPD.

Last column: Mulliken charge in e.
Cartesian coordinates (Å):
O: -4.93485 -26.01155 -38.12366  -0.603
H: -4.35498 -25.55684 -37.43452  0.373
H: -5.38202 -26.51729 -37.43198  0.323
O: 1.32674 -23.69331 -37.46493  -0.593
H: 0.62204 -24.22232 -37.35097  0.303
H: 2.02394 -24.15044 -37.89860  0.301
O: -3.21909 -24.58041 -40.09535  -0.648
H: -3.98302 -23.91762 -40.46918  0.326
H: -3.42972 -24.80288 -39.19716  0.306
O: -1.35493 -22.18290 -38.15515  -0.643
H: -0.94970 -22.83917 -38.74344  0.297
H: -2.20943 -22.54684 -37.78976  0.354
O: -2.83916 -24.45403 -36.88136  -0.734
H: -2.00058 -24.95013 -36.58459  0.418
H: -3.15761 -23.97122 -36.18049  0.342
O: -3.10972 -22.89328 -34.66661  -0.682
H: -2.38817 -22.74127 -33.99463  0.271
H: -3.87711 -23.07617 -34.11276  0.326
O: -3.52328 -20.46933 -36.03037  -0.561
H: -3.67389 -21.28556 -35.87141  0.279
H: -2.69589 -20.10198 -35.94975  0.290
O: -0.36502 -25.30491 -35.74893  -0.634
H: -0.07005 -24.76747 -34.96584  0.301
H: -0.31058 -26.22674 -35.61397  0.286

Forces on atoms 1 to 2 (eV/Å):
O 0.795 0.539 2.481
H -0.078 0.009 -1.708

Calculated values
**Calculated total energy**: -611.44247 hartree
**SMILES**: O.O.O.O.O.O.O.O
**LUMO energy**: -0.0124 hartree
**HOMO**: -10.2365 eV
**Orbital gap**: 9.898 eV
**Energy relative to the best compared isomer or geometry (same formula, charge and spin)**: 87.9 kcal per mole


Among the records above, which one has the lowest orbital gap? H16Mg3O32S6


Which formula does entry 1 have? H15O8


Which value of calculated total energy does entry 1 give? -610.53581 hartree


What is the LUMO energy in the first record? 0.1284 hartree